# C5H14NS

A 2-piece molecular cluster, C5H14NS overall at a distorted geometry (the ωB97M-V functional and the def2-TZVPD basis, the OMol25 dataset).

For the energy relative to the best compared isomer or geometry (same formula, charge and spin), the calculation gives 7.361 eV. Its total charge is +2. The total energy comes out at -650.88831 hartree. The HOMO-LUMO gap (spin up / spin down) comes out at 4.3 / 4.2 eV. Its spin multiplicity is 2. The HOMO energy (spin up / spin down) comes out at -0.6933 / -0.6815 Eh. The lowest unoccupied orbital energy (spin up / spin down) is -0.53634 / -0.52713 hartree.

Last column: Löwdin charge in e.
Positions of all 21 atoms, in Å:
C -0.86385 1.05565 1.79314  0.056
C -1.44557 0.01822 0.73869  -0.260
C -1.20914 0.72759 -0.71954  -0.130
C -1.24232 -0.11706 -1.97117  -0.053
S 1.94976 0.13062 -0.17127  1.018
C 3.62004 -0.57655 -0.35373  -0.332
N -0.80223 -1.27215 0.78008  0.273
H -0.79381 0.51511 2.73806  0.113
H -1.52887 1.89305 2.01277  0.130
H 0.11876 1.24621 1.38421  0.036
H -2.51956 -0.17740 0.79724  0.167
H -2.00304 1.47202 -0.83448  0.153
H -0.17104 1.10713 -0.66763  0.031
H -1.97846 -0.93132 -2.00733  0.121
H -1.41942 0.54205 -2.83011  0.133
H 3.43328 -1.65011 -0.46767  0.072
H 4.13637 -0.37530 0.59454  0.088
H 4.16924 -0.09937 -1.17365  0.070
H -0.27855 -0.61761 -2.15494  0.079
H 0.17138 -1.07681 1.04689  0.054
H -1.34297 -1.81399 1.46590  0.178


# C5H14O

A 2-piece molecular cluster, C5H14O overall at a distorted geometry (the ωB97M-V functional and the def2-TZVPD basis, the OMol25 dataset).

For the energy relative to the best compared isomer or geometry (same formula, charge and spin), the calculation gives 0.473 eV. The total energy comes out at -274.12468 hartree. The HOMO-LUMO gap comes out at 11.2 eV. The HOMO energy comes out at -0.3772 Eh. The lowest unoccupied orbital energy is 0.03621 hartree.

Last column: Löwdin charge in e.
Positions of all 20 atoms, in Å:
C 0.34023 -0.55995 -1.70142  -0.062
C -0.07919 -1.22042 -0.38788  -0.500
C -1.13246 -2.29050 -0.59577  -0.059
O 1.04560 -1.75617 0.31544  -0.061
H 1.04821 0.24686 -1.53494  0.069
H -0.57855 -0.17319 -2.14403  0.081
H 0.68711 -1.30158 -2.43390  0.082
H -0.43468 -0.43851 0.27658  0.111
H -1.18830 -2.92301 0.27079  0.072
H -2.11072 -1.87044 -0.81219  0.079
H -0.86695 -2.95235 -1.43667  0.084
H 1.52899 -2.33391 -0.30077  0.093
C 0.50236 1.87606 1.91574  -0.177
C -0.08637 2.48995 0.65738  -0.169
H 0.27958 2.51030 2.78920  0.065
H 0.12642 0.87088 2.16741  0.057
H 1.59510 1.75176 1.90371  0.068
H -1.15988 2.49307 0.73488  0.059
H 0.23961 2.04207 -0.27860  0.041
H 0.24390 3.53909 0.59503  0.069


# C5H14O

A 2-piece molecular cluster, C5H14O overall at a distorted geometry (the ωB97M-V functional and the def2-TZVPD basis, the OMol25 dataset).

For the energy relative to the best compared isomer or geometry (same formula, charge and spin), the calculation gives 0.792 eV. The total energy comes out at -274.11295 hartree. The HOMO-LUMO gap comes out at 11.2 eV. The HOMO energy comes out at -0.3778 Eh. The lowest unoccupied orbital energy is 0.03483 hartree.

Last column: Löwdin charge in e.
Positions of all 20 atoms, in Å:
C 2.34877 -0.77456 -1.36785  -0.123
C 3.17783 -1.71682 -2.23885  -0.332
C 2.52785 -2.11120 -3.55598  -0.134
H 3.01538 -0.15246 -0.78660  0.061
H 1.64494 -1.31601 -0.74192  0.066
H 1.72156 -0.12476 -1.98186  0.067
H 3.41209 -2.61511 -1.67380  0.093
H 4.14525 -1.25413 -2.45263  0.097
H 3.20178 -2.78587 -4.08841  0.064
H 1.58084 -2.64507 -3.42931  0.073
H 2.43447 -1.24109 -4.20646  0.069
C -3.87676 1.59508 3.51782  -0.093
C -2.56575 1.96750 2.82152  -0.332
O -2.68854 2.80396 1.69853  -0.068
H -4.73777 1.50717 2.86317  0.066
H -3.76450 0.63406 4.02377  0.069
H -4.17541 2.27356 4.32155  0.069
H -2.06670 1.00946 2.58291  0.107
H -1.91651 2.45097 3.53724  0.105
H -3.41883 2.49530 1.15718  0.078


# C5H14O2

A 3-piece molecular cluster, C5H14O2 overall (the ωB97M-V functional and the def2-TZVPD basis, the OMol25 dataset).

For the energy relative to the best compared isomer or geometry (same formula, charge and spin), the calculation gives 0.645 eV. The total energy comes out at -349.35211 hartree. The HOMO-LUMO gap comes out at 9.3 eV. The HOMO energy comes out at -0.3254 Eh. The lowest unoccupied orbital energy is 0.01703 hartree.

Last column: Löwdin charge in e.
Positions of all 21 atoms, in Å:
C 1.00976 2.29078 0.15911  -0.099
C -0.06465 1.31429 0.52957  -0.144
C -1.30355 1.32670 0.04694  -0.368
C -2.29997 0.26007 0.38886  -0.079
C -1.80827 2.42125 -0.86016  -0.068
H 0.53382 3.24076 -0.10504  0.063
H 1.75792 2.43442 0.93220  0.067
H 1.55829 2.01202 -0.73746  0.075
H 0.16681 0.64163 1.34585  0.097
H -2.59851 -0.32104 -0.48988  0.077
H -3.22567 0.73064 0.73300  0.077
H -1.92435 -0.43421 1.13690  0.071
H -1.30085 2.41129 -1.82962  0.086
H -1.64795 3.39375 -0.39910  0.077
H -2.86568 2.34316 -1.09573  0.070
O 0.40682 -2.71358 -2.28280  -0.063
H 0.63985 -3.45752 -1.71801  0.031
H -0.38633 -2.32582 -1.88553  0.030
O 4.46034 -5.43563 2.32727  -0.061
H 3.66997 -5.13023 1.86556  0.033
H 5.22220 -5.00275 1.93806  0.029


# C5H14O2

A 3-piece molecular cluster, C5H14O2 overall (the ωB97M-V functional and the def2-TZVPD basis, the OMol25 dataset).

For the energy relative to the best compared isomer or geometry (same formula, charge and spin), the calculation gives 0.311 eV. The total energy comes out at -349.36436 hartree. The HOMO-LUMO gap comes out at 9.7 eV. The HOMO energy comes out at -0.3287 Eh. The lowest unoccupied orbital energy is 0.02886 hartree.

Last column: Löwdin charge in e.
Positions of all 21 atoms, in Å:
C -1.17494 0.27670 0.00619  -0.097
C 0.06268 -0.51730 -0.28741  -0.154
C 1.11213 -0.12127 -1.01028  -0.383
C 2.29768 -1.02700 -1.19940  -0.070
C 1.22957 1.22720 -1.66042  -0.057
H -2.01825 -0.02833 -0.61736  0.077
H -1.49933 0.11819 1.03210  0.068
H -1.01973 1.33886 -0.14741  0.064
H 0.07901 -1.53902 0.07974  0.105
H 3.21151 -0.53607 -0.86588  0.078
H 2.43267 -1.26126 -2.25843  0.080
H 2.19473 -1.94480 -0.62816  0.071
H 0.27436 1.74716 -1.71512  0.068
H 1.62431 1.12379 -2.67525  0.081
H 1.91441 1.87108 -1.10527  0.086
O 1.28324 1.35164 2.07424  -0.061
H 2.02019 0.96579 2.56143  0.036
H 1.17638 0.77982 1.29960  -0.007
O -4.11408 -1.15729 1.28111  -0.061
H -4.74391 -0.78274 1.90416  0.033
H -4.20201 -2.11747 1.38735  0.041


# C5H14O3

A 3-piece molecular cluster, C5H14O3 overall at a distorted geometry (the ωB97M-V functional and the def2-TZVPD basis, the OMol25 dataset).

For the energy relative to the best compared isomer or geometry (same formula, charge and spin), the calculation gives 0.910 eV. The total energy comes out at -424.57279 hartree. The HOMO-LUMO gap comes out at 9.6 eV. The HOMO energy comes out at -0.3409 Eh. The lowest unoccupied orbital energy is 0.01261 hartree.

Last column: Löwdin charge in e.
Positions of all 22 atoms, in Å:
C 0.55832 -2.29245 1.08803  -0.088
C 1.37948 -1.29556 0.20822  -0.396
C 0.79703 -1.29024 -1.20560  -0.098
C 1.24991 0.02314 1.04466  -0.149
C 1.17499 1.20758 0.06980  -0.285
O 2.04658 2.02737 -0.01223  0.061
H 0.82619 -1.98313 2.09934  0.074
H 0.79142 -3.29811 0.77321  0.069
H -0.51109 -2.25940 0.93399  0.071
H 2.47851 -1.48428 0.19814  0.146
H 1.38623 -0.49762 -1.81147  0.112
H 0.95828 -2.24697 -1.67944  0.069
H -0.28542 -1.18234 -1.21271  0.074
H 1.93171 0.26335 1.87233  0.125
H 0.29321 -0.05443 1.56296  0.097
H 0.31476 1.10617 -0.64566  0.110
O -1.10233 3.39859 -1.66247  -0.060
H -1.61451 4.17713 -1.42545  0.036
H -1.68436 2.74342 -2.06439  0.032
O -3.80440 1.29237 0.34520  -0.068
H -3.25202 0.50163 0.22854  0.030
H -3.93246 1.14378 1.29499  0.038


# C5H14O3

A 4-piece molecular cluster, C5H14O3 overall at a distorted geometry (the ωB97M-V functional and the def2-TZVPD basis, the OMol25 dataset).

For the energy relative to the best compared isomer or geometry (same formula, charge and spin), the calculation gives 0.303 eV. Its total charge is +1. The total energy comes out at -424.24327 hartree. The HOMO-LUMO gap (spin up / spin down) comes out at 9.5 / 6.7 eV. Its spin multiplicity is 2. The HOMO energy (spin up / spin down) comes out at -0.5432 / -0.5432 Eh. The lowest unoccupied orbital energy (spin up / spin down) is -0.19385 / -0.29568 hartree.

Last column: Löwdin charge in e.
Positions of all 22 atoms, in Å:
C 1.98248 1.10154 -1.06627  -0.004
C 0.99446 0.94604 0.02813  -0.256
C 0.93246 1.62207 1.22592  0.238
C -0.94398 -0.54338 0.62371  0.164
C 0.13201 -0.21595 -0.13493  -0.069
H 2.42230 0.14434 -1.34620  0.107
H 2.78336 1.80940 -0.88850  0.102
H 1.40546 1.42254 -1.94090  0.117
H 1.68973 2.37250 1.41769  0.114
H 0.09954 1.64279 1.91283  0.102
H -1.29823 0.08961 1.43112  0.094
H -1.44914 -1.50831 0.54573  0.057
H 0.60360 -1.00573 -0.71480  0.134
H -2.15528 0.91033 -1.93025  0.010
H -1.62687 1.49868 -3.28697  0.041
O -2.06259 1.70692 -2.45614  -0.048
H 1.32118 -1.23410 2.70216  0.048
H 2.23400 -0.97669 1.62989  0.014
O 2.22580 -0.89873 2.58325  -0.023
H -2.64702 -3.22935 0.33528  0.054
H -3.25788 -2.57196 -0.98532  0.060
O -2.46124 -2.86411 -0.53371  -0.056


# C5H14OS

A 2-piece molecular cluster, C5H14OS overall at a distorted geometry (the ωB97M-V functional and the def2-TZVPD basis, the OMol25 dataset).

For the energy relative to the best compared isomer or geometry (same formula, charge and spin), the calculation gives 0.000 eV. Its total charge is -1. The total energy comes out at -672.26896 hartree. The HOMO-LUMO gap (spin up / spin down) comes out at 2.2 / 8.4 eV. Its spin multiplicity is 2. The HOMO energy (spin up / spin down) comes out at 0.0359 / -0.1973 Eh. The lowest unoccupied orbital energy (spin up / spin down) is 0.11531 / 0.11260 hartree.

Last column: Löwdin charge in e.
Positions of all 21 atoms, in Å:
C -1.83300 -0.13706 1.18988  -0.281
C -1.23178 0.99359 0.32022  -0.294
C -1.25789 0.60014 -1.16412  -0.311
C -0.56722 -0.72223 -1.47576  -0.528
S 1.25576 -0.57296 -1.57847  0.703
C 1.78901 -0.97579 0.13211  -0.454
H -2.48444 -0.77364 0.57852  0.049
H -1.10305 -0.71221 1.75144  -0.007
H -2.55302 0.22892 1.92758  0.015
H -0.18507 1.07262 0.63284  0.058
H -1.76759 1.92560 0.46842  0.080
H -0.68355 1.33337 -1.73061  0.080
H -2.26811 0.64749 -1.58581  0.098
H -0.77875 -1.51601 -0.76396  0.058
H -0.82491 -1.04082 -2.48583  0.049
H 0.97575 -0.97644 0.86127  -0.009
H 2.62875 -0.32597 0.34430  0.008
H 2.23535 -1.97419 0.06119  0.004
H 0.54405 0.31848 3.05987  -0.051
H -0.10129 1.74202 2.99996  -0.022
O 0.75521 1.26971 2.97816  -0.246


# C5H14P4

A 2-piece molecular cluster, C5H14P4 overall at a distorted geometry (the ωB97M-V functional and the def2-TZVPD basis, the OMol25 dataset).

For the energy relative to the best compared isomer or geometry (same formula, charge and spin), the calculation gives 1.370 eV. The total energy comes out at -1564.18427 hartree. The HOMO-LUMO gap comes out at 7.2 eV. The HOMO energy comes out at -0.3106 Eh. The lowest unoccupied orbital energy is -0.04658 hartree.

Last column: Löwdin charge in e.
Positions of all 23 atoms, in Å:
P 4.52956 -1.77580 -0.04360  0.341
P 3.11639 -2.23273 1.63589  0.098
P 1.94044 -0.54626 1.47124  0.134
P 0.75374 -0.78377 3.30644  0.369
H 3.88875 -0.63658 -0.39194  -0.261
H 5.37146 -0.98025 0.85809  -0.144
H 1.47648 -0.45801 4.43202  -0.182
H 0.36874 0.51150 3.31418  -0.214
C -2.24112 0.21377 -3.02828  0.026
C -1.44059 -0.04380 -1.96900  -0.174
C -1.52661 0.72717 -0.73732  -0.571
C -0.27264 1.41651 -0.47541  -0.118
C -1.89651 -0.17798 0.36331  -0.108
H -2.31704 -0.22594 -3.97264  0.020
H -3.09219 0.95532 -2.85320  0.084
H -0.56863 -0.79376 -1.92934  0.141
H -2.27445 1.46111 -0.72895  0.121
H 0.59413 0.58565 -0.46693  0.035
H -0.16400 1.96771 0.47998  0.090
H -0.09748 2.02270 -1.29036  0.052
H -1.30813 -1.09669 0.44397  0.067
H -2.99370 -0.56245 0.31092  0.116
H -1.84660 0.45257 1.27094  0.077


# C5H14S

A 2-piece molecular cluster, C5H14S overall at a distorted geometry (the ωB97M-V functional and the def2-TZVPD basis, the OMol25 dataset).

For the energy relative to the best compared isomer or geometry (same formula, charge and spin), the calculation gives 0.352 eV. Its total charge is -1. The total energy comes out at -597.01429 hartree. The HOMO-LUMO gap (spin up / spin down) comes out at 2.3 / 8.3 eV. Its spin multiplicity is 2. The HOMO energy (spin up / spin down) comes out at 0.0464 / -0.1771 Eh. The lowest unoccupied orbital energy (spin up / spin down) is 0.13042 / 0.12750 hartree.

Last column: Löwdin charge in e.
Positions of all 20 atoms, in Å:
C -1.48118 0.02797 1.65389  -0.545
S -1.17051 0.87216 0.05181  0.400
C -2.85236 0.77577 -0.70400  -0.586
H -1.64258 -1.04602 1.49246  0.008
H -2.48750 0.32087 1.93314  -0.010
H -0.70050 0.27412 2.36246  0.007
H -2.97550 1.50710 -1.51053  -0.036
H -2.98317 -0.23855 -1.06744  -0.022
H -3.64475 1.01788 0.01520  -0.023
C 2.11715 -2.05484 -0.81178  -0.158
C 2.19174 -0.86751 0.17677  -0.345
C 2.47870 0.49628 -0.42619  -0.173
H 1.48416 -1.72509 -1.64265  0.057
H 1.65679 -2.92952 -0.37009  0.053
H 3.08922 -2.25630 -1.26597  0.057
H 2.99508 -1.13885 0.86738  0.090
H 1.22463 -0.88705 0.67456  0.060
H 2.45137 1.26267 0.34774  0.061
H 3.43893 0.47517 -0.94708  0.062
H 1.76203 0.87069 -1.15966  0.043